Entry 1:
ORCA calculation (ωB97M-V with the def2-TZVPD basis set) on a molecular structure, C25H47ClEuINO3Si2 at a distorted geometry.

For the molar mass, the calculation gives 780.148 u. The HOMO-LUMO gap (alpha / beta) comes out at 5.099 / 6.876 eV. As for the spin multiplicity: 7. Its maximum force is 6.7 eV/Å. The value obtained for the total energy is -3308.18329 Eh. As for the expectation value of S²: 12.281. Its net charge is +1. For the lowest unoccupied orbital energy (alpha / beta), the calculation gives -4.680 / -2.910 eV. Its HOMO energy (alpha / beta) is -9.78 / -9.79 eV.

Structure (XYZ):
```
81
Properties=species:S:1:pos:R:3:mulliken_spin:R:1
O -1.274 -1.602 -2.696 -0.02
O 1.521 0.885 -5.130 0.00
C -0.234 -2.509 -3.129 0.00
C -0.741 -3.903 -2.952 0.00
H 0.642 -2.240 -2.519 0.00
H -0.040 -2.136 -4.124 0.00
H -0.803 -4.108 -1.877 0.00
H -0.090 -4.631 -3.432 0.00
H -1.749 -3.971 -3.381 0.00
C -2.159 -0.823 -3.547 0.00
C -1.930 -1.042 -5.026 0.00
H -1.960 0.249 -3.333 0.00
H -3.215 -1.022 -3.325 0.00
H -0.907 -0.803 -5.361 0.00
H -2.617 -0.371 -5.548 0.00
H -2.229 -2.038 -5.375 0.00
C 0.795 2.155 -4.950 0.00
C 2.616 0.887 -6.054 0.00
C -0.360 2.203 -5.924 0.00
H 1.487 3.013 -5.060 0.00
H 0.371 2.218 -3.934 0.00
H -0.005 2.169 -6.959 0.00
H -0.879 3.143 -5.766 0.00
H -1.120 1.423 -5.750 0.00
C 2.128 1.114 -7.471 0.00
H 3.102 -0.101 -6.056 0.00
H 3.445 1.639 -5.893 0.00
H 1.232 0.571 -7.788 0.00
H 2.883 0.818 -8.198 0.00
H 1.960 2.171 -7.678 0.00
H 2.787 1.145 -3.680 0.00
Eu -0.779 -0.711 -0.672 6.39
C 2.630 0.528 -2.877 0.00
Si 3.865 0.597 -1.388 0.00
H 2.439 -0.515 -3.088 0.00
H 1.684 0.694 -2.254 0.01
C 5.495 -0.180 -2.060 0.00
C 3.674 -0.140 0.329 0.00
C 4.188 2.470 -1.209 0.00
C -2.795 -1.873 -0.213 -0.35
Si -3.793 -0.265 -0.347 0.01
H -2.806 -2.358 0.779 0.00
H -3.031 -2.657 -0.983 0.00
C -5.257 -0.568 -1.454 -0.01
C -2.869 1.292 -1.008 0.00
C -4.197 0.160 1.410 -0.01
H 3.763 2.955 -2.103 0.00
H 5.269 2.713 -1.174 0.00
H 3.664 2.880 -0.324 0.00
H 5.453 -1.263 -1.880 0.00
H 6.416 0.224 -1.600 0.00
H 5.542 0.008 -3.146 0.00
H 2.771 -0.737 0.474 0.00
H 3.640 0.646 1.117 0.00
H 4.519 -0.789 0.652 0.00
H -3.506 1.658 -1.822 0.00
H -1.834 1.305 -1.404 0.00
H -2.895 2.029 -0.195 0.00
H -4.965 0.942 1.452 0.00
H -3.310 0.507 1.961 0.00
H -4.585 -0.739 1.909 0.00
H -6.089 0.059 -1.102 0.00
H -5.562 -1.623 -1.393 0.00
H -5.067 -0.326 -2.511 0.00
Cl 1.541 1.352 6.021 0.00
C 1.197 1.372 4.349 0.00
C 1.678 2.377 3.532 0.00
C 1.351 2.437 2.170 0.00
I 2.004 4.176 1.222 0.00
C 0.680 1.346 1.493 -0.01
O 0.459 1.230 0.220 -0.01
C 0.290 0.248 2.383 0.01
N -0.208 -0.878 1.806 -0.02
C -0.733 -1.867 2.497 0.00
C -0.705 -1.864 3.899 0.00
C -0.088 -0.796 4.535 0.00
C 0.459 0.288 3.792 0.00
H 2.279 3.146 4.000 0.00
H -1.187 -2.672 1.931 0.01
H -1.169 -2.666 4.452 0.00
H 0.029 -0.794 5.624 0.00
```

***

Entry 2:
ORCA calculation (ωB97M-V with the def2-TZVPD basis set) on 6 unconnected molecules or ions with the total composition C36H81N3O6 at a distorted geometry.

For the molar mass, the calculation gives 652.059 u. The energy relative to the best compared isomer or geometry (same formula, charge and spin) comes out at 6.007 eV. Its SMILES is CC1(C)CCCC(C)(C)N1O.CC1(C)CCCC(C)(C)N1O.CC1(C)CCCC(C)(C)N1O.CC(C)O.CC(C)O.CC(C)O. The HOMO-LUMO gap comes out at 8.597 eV. Its maximum force is 3.7 eV/Å. The value obtained for the total energy is -2035.67944 Eh. For the lowest unoccupied orbital energy, the calculation gives 0.513 eV. Its HOMO energy is -8.08 eV.

Structure (XYZ):
```
126
Properties=species:S:1:pos:R:3:mulliken_charge:R:1
C 6.747 -3.645 -0.078 -1.88
C 5.749 -3.449 1.056 1.53
C 6.697 -3.071 2.264 -1.63
C 4.837 -2.346 0.563 -0.85
C 3.540 -2.180 1.426 -0.91
C 2.763 -3.525 1.550 -1.23
C 3.627 -4.709 2.058 1.95
C 3.822 -4.655 3.542 -1.79
C 2.852 -6.047 1.722 -1.94
N 4.927 -4.756 1.297 0.06
O 5.730 -5.871 1.449 -0.47
H 7.503 -4.365 0.234 0.40
H 6.150 -4.021 -0.909 0.44
H 7.258 -2.743 -0.414 0.32
H 6.246 -3.000 3.254 0.33
H 7.543 -3.755 2.336 0.43
H 7.026 -2.032 2.250 0.40
H 5.343 -1.381 0.579 0.56
H 4.454 -2.489 -0.447 -0.01
H 3.812 -1.791 2.407 0.31
H 2.992 -1.362 0.957 0.41
H 2.292 -3.732 0.589 0.41
H 1.962 -3.442 2.285 0.42
H 4.440 -3.804 3.826 0.34
H 4.269 -5.547 3.982 0.38
H 2.943 -4.492 4.167 0.40
H 2.898 -6.269 0.656 0.48
H 1.788 -6.098 1.951 0.34
H 3.298 -6.953 2.132 0.38
H 6.021 -5.782 2.360 0.37
C -0.559 -2.079 0.957 -2.16
C -1.446 -0.773 0.655 2.11
C -0.757 -0.023 -0.560 -1.91
C -2.837 -1.334 0.171 -1.39
C -3.937 -0.256 0.507 -0.58
C -3.810 0.323 1.945 -1.96
C -2.503 1.090 2.384 2.20
C -2.371 2.483 1.677 -1.62
C -2.596 1.268 3.893 -2.12
N -1.441 0.147 1.910 0.17
O -0.214 0.715 2.107 -0.41
H -0.853 -3.045 0.547 0.53
H 0.466 -1.804 0.707 0.10
H -0.612 -2.477 1.971 0.61
H -0.452 -0.847 -1.205 0.35
H -1.412 0.647 -1.117 0.42
H 0.169 0.462 -0.250 0.33
H -2.837 -1.594 -0.887 0.39
H -3.107 -2.228 0.735 0.49
H -3.943 0.594 -0.174 0.23
H -4.908 -0.750 0.467 0.44
H -3.889 -0.560 2.580 0.41
H -4.667 0.947 2.199 0.48
H -1.452 3.028 1.893 0.31
H -3.176 3.177 1.918 0.44
H -2.239 2.218 0.628 0.31
H -1.714 1.891 4.044 0.48
H -2.462 0.408 4.550 0.39
H -3.443 1.809 4.314 0.37
H 0.221 0.111 2.712 0.35
C 6.174 -0.116 -2.910 -2.05
C 4.957 0.785 -3.208 2.07
C 4.927 1.808 -2.141 -1.78
C 5.163 1.332 -4.601 -1.18
C 3.863 2.002 -5.169 -0.76
C 2.819 0.880 -5.114 -1.51
C 2.452 0.501 -3.690 2.32
C 1.884 1.707 -2.858 -2.00
C 1.384 -0.598 -3.873 -1.92
N 3.698 -0.003 -3.133 -0.08
O 3.450 -0.620 -1.878 -0.16
H 6.126 -0.911 -3.654 0.49
H 7.176 0.287 -3.057 0.40
H 6.067 -0.637 -1.958 0.30
H 4.370 2.723 -2.341 0.33
H 4.665 1.518 -1.123 0.15
H 5.910 2.251 -1.982 0.54
H 5.848 2.175 -4.510 0.41
H 5.448 0.611 -5.367 0.35
H 3.671 2.959 -4.684 0.37
H 4.116 2.353 -6.170 0.39
H 3.202 -0.018 -5.598 0.45
H 1.844 1.021 -5.581 0.47
H 0.798 1.785 -2.894 0.52
H 2.261 2.681 -3.170 0.37
H 2.017 1.592 -1.782 0.31
H 0.947 -0.924 -2.929 0.09
H 1.628 -1.522 -4.398 0.42
H 0.462 -0.304 -4.375 0.54
H 3.390 -1.573 -1.974 0.31
C -7.399 -2.182 3.028 -0.69
C -8.386 -1.096 3.481 0.28
C -8.343 0.094 2.534 -1.16
O -9.632 -1.686 3.551 -0.54
H -6.409 -1.729 2.968 -0.09
H -7.646 -2.675 2.088 0.33
H -7.145 -2.893 3.814 0.34
H -8.272 -0.672 4.479 0.30
H -9.104 0.807 2.851 0.37
H -8.481 -0.198 1.493 0.33
H -7.405 0.648 2.528 0.24
H -9.816 -1.934 2.642 0.35
C -8.277 4.321 -2.471 -1.32
C -7.237 3.804 -1.465 0.50
C -7.275 2.260 -1.354 -0.95
O -5.920 4.048 -1.945 -0.54
H -9.321 4.122 -2.225 0.34
H -8.040 3.888 -3.443 0.35
H -8.227 5.402 -2.595 0.37
H -7.255 4.288 -0.488 0.20
H -8.159 1.925 -0.810 0.34
H -6.396 1.944 -0.792 0.08
H -7.236 1.738 -2.310 0.34
H -5.842 4.906 -2.369 0.28
C -0.494 5.664 1.369 -1.27
C 0.412 5.289 0.192 0.27
C 0.168 3.939 -0.452 -0.52
O 0.373 6.236 -0.901 -0.57
H -0.165 5.153 2.274 0.34
H -1.514 5.376 1.114 0.22
H -0.556 6.706 1.685 0.41
H 1.424 5.370 0.587 0.26
H -0.628 3.901 -1.196 0.40
H 0.189 3.087 0.228 0.12
H 1.072 3.862 -1.057 0.06
H -0.526 6.305 -1.230 0.33
```

***

Entry 3:
ORCA calculation (ωB97M-V with the def2-TZVPD basis set) on 2 unconnected molecules or ions with the total composition C4H14N at a distorted geometry.

For the molar mass, the calculation gives 76.163 u. The energy relative to the best compared isomer or geometry (same formula, charge and spin) comes out at 1.574 eV. The HOMO-LUMO gap (alpha / beta) comes out at 13.329 / 5.796 eV. As for the spin multiplicity: 2. Its maximum force is 3.7 eV/Å. The value obtained for the total energy is -214.71683 Eh. As for the expectation value of S²: 0.752. Its net charge is +2. For the lowest unoccupied orbital energy (alpha / beta), the calculation gives -6.997 / -14.530 eV. Its HOMO energy (alpha / beta) is -20.33 / -20.33 eV.

Structure (XYZ):
```
19
Properties=species:S:1:pos:R:3:mulliken_spin:R:1
C 0.012 -0.267 -2.240 0.00
C 0.182 -1.512 -1.326 0.00
N 1.525 0.355 -2.407 0.00
H -0.335 -0.647 -3.205 0.00
H -0.651 0.376 -1.696 0.00
H 0.627 -1.261 -0.385 0.00
H 0.614 -2.467 -1.774 0.00
H 2.141 -0.549 -2.370 0.00
H 1.723 0.791 -3.358 0.00
H 1.876 0.933 -1.492 0.00
H -0.726 -1.891 -0.977 0.00
C -1.448 0.537 2.189 0.13
C -0.294 1.021 3.040 0.30
H -2.396 0.448 2.664 0.01
H -1.733 1.085 1.283 0.06
H -1.123 -0.454 1.958 0.14
H 0.651 1.053 2.546 0.02
H -0.068 0.507 3.945 0.14
H -0.578 1.942 3.607 0.19
```

***

Entry 4:
ORCA calculation (ωB97M-V with the def2-TZVPD basis set) on C7H8BrNO2S in the gas phase at a distorted geometry.

For the molar mass, the calculation gives 250.117 u. The energy relative to the best compared isomer or geometry (same formula, charge and spin) comes out at 0.000 eV. The HOMO-LUMO gap comes out at 8.228 eV. Its maximum force is 4.8 eV/Å. The value obtained for the total energy is -3448.81893 Eh. For the lowest unoccupied orbital energy, the calculation gives -0.551 eV. Its HOMO energy is -8.78 eV.

Structure (XYZ):
```
20
Properties=species:S:1:pos:R:3:mulliken_charge:R:1
C 1.105 -0.859 -0.064 0.99
C 2.069 0.006 -0.066 -0.50
C -1.463 1.549 -1.331 0.41
C -0.391 -0.449 -0.003 -1.06
C -0.856 2.892 -0.880 -0.66
C -0.135 2.077 0.185 -0.13
C 1.385 -2.348 -0.258 -1.19
N -0.705 0.849 -0.350 0.17
O -2.183 1.130 -2.200 -0.61
O 2.121 2.715 1.498 -0.48
S 1.696 2.427 0.167 0.34
Br 3.907 -0.094 -0.126 -0.11
H -0.881 -1.040 -0.756 0.49
H -0.967 -0.833 0.819 0.39
H -0.263 3.577 -1.566 0.33
H -1.574 3.459 -0.492 0.32
H -0.562 2.241 1.232 0.31
H 1.299 -2.860 0.800 0.26
H 2.403 -2.381 -0.748 0.41
H 0.569 -2.723 -0.908 0.31
```